{
  "formula": "C26H34N2OP2S2Ti",
  "method": "ωB97M-V/def2-TZVPD",
  "species": ["Ti", "S", "S", "P", "P", "O", "N", "N", "C", "C", "C", "C", "C", "C", "C", "C", "C", "C", "C", "C", "C", "C", "C", "C", "C", "C", "C", "C", "C", "C", "C", "C", "C", "C", "H", "H", "H", "H", "H", "H", "H", "H", "H", "H", "H", "H", "H", "H", "H", "H", "H", "H", "H", "H", "H", "H", "H", "H", "H", "H", "H", "H", "H", "H", "H", "H", "H", "H"],
  "coordinates": [[-0.412, 1.231, -0.038], [-0.553, 1.069, -2.391], [-1.456, 3.290, -0.078], [-0.869, 1.158, 2.487], [-1.857, -0.766, 0.192], [5.456, -0.706, -1.082], [1.463, 1.255, 0.219], [3.793, -2.230, -1.153], [3.391, 1.777, 1.538], [2.108, 2.040, 1.126], [-1.939, 3.411, -1.779], [2.180, 0.268, -0.389], [4.315, -1.028, -0.786], [-2.733, 3.765, -4.432], [-1.987, -2.347, -0.719], [-3.626, -2.415, 3.525], [-3.204, -2.212, 2.223], [-1.830, 2.555, 3.194], [-3.147, 4.668, -3.461], [-2.389, -0.481, 4.222], [1.505, -3.017, -1.751], [-2.749, 4.487, -2.148], [4.644, -3.085, -1.980], [-2.370, -1.141, 1.905], [-3.220, -1.545, 4.528], [3.469, -0.044, -0.029], [4.088, 0.710, 0.979], [4.658, -2.663, -3.446], [0.444, 0.982, 3.764], [-1.952, -0.267, 2.915], [-1.530, 2.488, -2.755], [-3.356, 0.110, -0.418], [2.552, -2.807, -0.660], [-1.938, 2.689, -4.078], [0.018, 0.966, 4.767], [3.858, 2.411, 2.280], [-2.052, 2.391, 4.248], [1.205, -2.069, -2.203], [-3.411, 1.100, 0.036], [-3.016, -2.695, -0.798], [5.316, -3.322, -4.015], [-3.779, 5.505, -3.727], [2.783, -3.773, -0.200], [-1.371, -3.107, -0.237], [5.110, 0.492, 1.254], [-3.524, -2.891, 1.441], [1.672, -0.225, -1.210], [5.659, -3.031, -1.587], [1.131, 1.822, 3.688], [-1.614, 1.978, -4.828], [-4.278, -3.247, 3.760], [-2.071, 0.190, 5.011], [-1.600, -2.153, -1.720], [2.153, -2.168, 0.123], [0.622, -3.492, -1.322], [-1.241, 3.465, 3.077], [4.283, -4.108, -1.877], [-3.551, -1.696, 5.547], [3.659, -2.700, -3.881], [-3.056, 5.182, -1.376], [-2.756, 2.676, 2.634], [1.533, 2.880, 1.491], [-3.267, 0.228, -1.498], [-3.025, 3.902, -5.465], [0.994, 0.059, 3.583], [-4.256, -0.457, -0.171], [5.035, -1.644, -3.527], [1.887, -3.665, -2.541]],
  "mulliken_charge": [-0.122, -0.464, -0.526, 1.217, 2.041, -0.647, 0.527, 0.226, -0.881, -0.703, 0.534, -0.475, 0.361, -0.560, -1.572, -0.703, -0.654, -1.516, -0.520, -0.567, -0.739, -0.729, -0.849, 0.201, -0.862, 0.484, -0.753, -1.087, -1.362, -0.278, 0.538, -1.404, -0.989, -0.710, 0.462, 0.459, 0.449, 0.181, 0.304, 0.530, 0.377, 0.355, 0.422, 0.421, 0.501, 0.333, 0.364, 0.436, 0.423, 0.406, 0.396, 0.256, 0.405, 0.464, 0.230, 0.450, 0.409, 0.398, 0.274, 0.402, 0.344, 0.762, 0.373, 0.348, 0.332, 0.519, 0.315, 0.441],
  "fmax_ha_per_bohr": 0.051,
  "spin_multiplicity": 3,
  "e_homo_ev": [-5.65, -6.99],
  "orbital_gap_ev": [5.53, 6.99]
}

{
  "formula": "C42H41BrO2P2Pd",
  "method": "ωB97M-V/def2-TZVPD",
  "species": ["Pd", "Br", "P", "P", "O", "O", "C", "C", "C", "C", "C", "C", "C", "C", "C", "C", "C", "C", "C", "C", "C", "C", "C", "C", "C", "C", "C", "C", "C", "C", "C", "C", "C", "C", "C", "C", "C", "C", "C", "C", "C", "C", "C", "C", "C", "C", "C", "C", "H", "H", "H", "H", "H", "H", "H", "H", "H", "H", "H", "H", "H", "H", "H", "H", "H", "H", "H", "H", "H", "H", "H", "H", "H", "H", "H", "H", "H", "H", "H", "H", "H", "H", "H", "H", "H", "H", "H", "H", "H"],
  "coordinates": [[-1.273, 1.346, -2.385], [-2.931, -4.489, -0.311], [-0.655, 1.463, 2.260], [1.594, -0.247, -1.299], [-1.092, -2.552, 0.433], [0.687, -2.754, 1.812], [2.101, 2.325, -2.478], [-1.422, 3.358, -2.535], [1.278, 1.638, 5.790], [0.110, 1.292, -3.763], [-0.225, -5.149, 2.826], [4.355, -0.968, -1.231], [-0.369, 3.408, 5.883], [-1.996, 2.483, 1.565], [3.021, -1.369, -1.041], [-0.804, 3.093, 4.594], [-0.153, 2.560, -4.599], [-1.198, -0.239, 2.247], [2.765, -2.671, -0.559], [-1.925, 3.883, 1.581], [-4.136, 4.030, 0.593], [5.103, -3.209, -0.651], [-2.452, -6.421, 1.695], [-2.983, 4.651, 1.082], [-1.350, 3.418, -4.054], [0.650, 2.668, 6.493], [-4.165, 2.636, 0.502], [-0.891, -4.527, 1.751], [-0.209, 2.016, 3.907], [-0.657, -6.374, 3.327], [1.466, 0.568, 0.341], [3.784, -3.602, -0.413], [0.343, -2.687, -4.283], [-1.016, -2.388, -4.365], [-2.014, -5.182, 1.175], [1.062, -2.253, -3.174], [1.152, 3.459, -2.080], [1.368, 1.070, -2.926], [5.386, -1.889, -1.021], [-0.289, 3.062, -1.715], [-0.391, -3.182, 1.283], [-3.053, 1.880, 0.862], [-1.656, -1.711, -3.331], [0.759, 1.494, 1.091], [-1.766, -7.013, 2.769], [0.871, 1.324, 4.495], [-0.923, -1.210, -2.224], [0.492, -1.412, -2.185], [-1.442, -0.897, -1.300], [-2.900, 5.744, 1.080], [1.743, -2.953, -0.302], [2.786, 2.122, -1.642], [-1.057, 4.395, 1.992], [-0.830, 4.244, 6.415], [-1.568, -2.718, -5.236], [5.909, -3.932, -0.528], [-1.328, 4.456, -4.414], [1.385, 0.544, 3.920], [-2.122, -0.378, 2.826], [-2.306, 2.968, -4.409], [-0.079, 0.381, -4.358], [6.426, -1.575, -1.137], [-0.481, 2.182, -5.575], [-2.112, -7.962, 3.157], [-4.984, 4.624, 0.247], [4.567, 0.056, -1.531], [-0.433, 3.129, -0.635], [0.955, 2.902, 7.522], [-2.308, 3.733, -2.017], [1.595, 3.992, -1.228], [-3.317, -6.912, 1.254], [2.094, 1.078, 6.250], [-0.109, -6.819, 4.148], [-2.730, -1.550, -3.361], [0.745, 3.149, -4.803], [1.328, 2.413, 1.328], [0.842, -3.243, -5.073], [2.500, 0.426, 0.768], [-1.356, -0.513, 1.195], [3.550, -4.627, -0.114], [1.160, 4.239, -2.863], [-1.595, 3.672, 4.105], [-5.052, 2.127, 0.122], [-2.993, 0.823, 0.573], [0.645, -4.645, 3.241], [-0.379, -0.881, 2.604], [2.742, 2.675, -3.300], [2.039, 0.442, -3.549], [2.116, -2.534, -3.106]],
  "mulliken_charge": [-0.075, -0.158, 2.107, 1.095, -0.503, -0.823, -0.755, -0.679, -0.644, -0.491, -0.473, -0.633, -0.638, 0.098, 0.039, -0.179, -1.321, -1.067, 0.253, -0.166, -0.460, -0.512, -0.561, -0.818, -0.611, -0.435, -0.822, -0.037, -0.022, -0.604, -0.004, -0.808, -0.682, -0.784, 0.153, -0.823, -1.443, -0.321, -0.660, 0.747, 1.129, -0.443, -0.615, -0.701, -0.465, -0.592, -1.003, 1.540, 0.270, 0.378, 0.098, 0.297, 0.587, 0.383, 0.398, 0.373, 0.410, 0.366, 0.511, 0.313, 0.695, 0.391, 0.389, 0.374, 0.399, 0.334, 0.169, 0.359, 0.363, 0.524, 0.387, 0.391, 0.379, 0.463, 0.316, 0.371, 0.405, 0.263, -0.249, 0.439, 0.270, 0.421, 0.391, 0.370, 0.416, 0.317, 0.570, 1.042, 0.324],
  "fmax_ha_per_bohr": 0.071,
  "spin_multiplicity": 3,
  "e_homo_ev": [-5.44, -7.44],
  "de_lowest_ev": 0.057,
  "orbital_gap_ev": [5.50, 6.84]
}

{
  "formula": "Cl3H2N3",
  "method": "ωB97M-V/def2-TZVPD",
  "species": ["Cl", "Cl", "Cl", "N", "N", "N", "H", "H"],
  "coordinates": [[1.653, 0.129, 1.588], [0.221, 1.923, -0.420], [2.239, -1.324, -0.740], [-0.381, 0.368, -0.845], [-1.489, 0.112, -0.202], [0.997, -0.808, 0.260], [-1.658, 0.483, 0.779], [-1.582, -0.883, -0.421]],
  "mulliken_charge": [-0.047, -0.060, -0.023, -0.044, -0.279, -0.142, 0.309, 0.285],
  "fmax_ha_per_bohr": 0.046,
  "e_homo_ev": [-9.11, -8.40],
  "de_lowest_ev": 1.748,
  "orbital_gap_ev": [8.90, 7.63]
}

{
  "formula": "C31H41N2O4PSr",
  "method": "ωB97M-V/def2-TZVPD",
  "species": ["Sr", "P", "O", "O", "O", "O", "N", "N", "C", "C", "C", "C", "C", "C", "C", "C", "C", "C", "C", "C", "C", "C", "C", "C", "C", "C", "C", "C", "C", "C", "C", "C", "C", "C", "C", "C", "C", "C", "C", "H", "H", "H", "H", "H", "H", "H", "H", "H", "H", "H", "H", "H", "H", "H", "H", "H", "H", "H", "H", "H", "H", "H", "H", "H", "H", "H", "H", "H", "H", "H", "H", "H", "H", "H", "H", "H", "H", "H", "H", "H"],
  "coordinates": [[-0.006, 0.673, -0.336], [1.425, -1.795, 1.071], [1.431, 2.062, 1.230], [1.987, 1.722, -1.478], [-1.359, 2.116, 1.248], [-0.331, 3.118, -1.085], [-0.493, -1.880, -1.269], [-1.862, 0.638, -2.356], [-3.619, 0.831, -4.304], [0.762, 3.846, -1.644], [4.128, -2.269, 1.211], [3.058, 1.812, -0.527], [-0.722, -5.542, -0.588], [-1.213, 3.973, -0.347], [-1.910, -1.080, 3.380], [2.916, -3.025, 3.147], [4.093, -3.510, 3.691], [-2.937, 1.524, -5.491], [-4.070, -0.586, -4.682], [1.712, 2.863, -2.301], [-0.932, -4.295, -1.153], [0.605, -3.299, 0.426], [-1.384, -0.473, 4.509], [5.307, -2.762, 1.753], [0.822, -4.565, 0.968], [-4.804, 1.663, -3.793], [-0.012, -0.261, 4.603], [2.678, 2.565, 0.736], [5.288, -3.381, 2.993], [2.924, -2.402, 1.897], [0.165, -5.677, 0.470], [-0.270, -3.182, -0.654], [-2.630, 0.723, -3.207], [0.311, -1.305, 2.447], [0.782, 3.001, 2.096], [-2.096, 3.111, 0.534], [0.826, -0.650, 3.571], [-1.067, -1.504, 2.359], [-0.624, 2.523, 2.412], [-2.086, 0.949, -5.852], [-1.481, -2.052, 1.518], [-1.238, -6.406, -0.982], [-1.608, -4.185, -1.994], [6.206, -3.762, 3.419], [4.144, -1.792, 0.237], [-4.798, -0.509, -5.488], [1.330, 3.107, 3.037], [0.040, -1.849, -2.138], [6.237, -2.662, 1.210], [1.245, 4.426, -0.854], [2.583, 3.637, 0.551], [-2.975, -1.262, 3.311], [-2.036, -0.179, 5.321], [3.307, 0.778, -0.284], [2.636, 3.372, -2.585], [-1.842, 4.557, -1.027], [-1.153, 3.312, 2.952], [1.894, -0.487, 3.658], [0.406, 0.200, 5.489], [3.939, 2.281, -0.972], [1.518, -4.689, 1.786], [-2.801, 2.553, -0.083], [-1.462, -1.829, -1.571], [-2.602, 2.526, -5.227], [1.257, 2.458, -3.204], [4.081, -3.993, 4.659], [0.783, 3.979, 1.608], [-5.285, 1.187, -2.939], [-4.490, 2.667, -3.510], [-0.588, 1.638, 3.045], [-4.544, -1.091, -3.840], [-5.535, 1.746, -4.596], [3.473, 2.432, 1.476], [-0.621, 4.681, 0.238], [1.991, -3.129, 3.701], [0.347, -6.649, 0.908], [-3.233, -1.189, -5.033], [-3.663, 1.608, -6.300], [-2.668, 3.744, 1.217], [0.412, 4.554, -2.402]],
  "mulliken_charge": [1.630, 1.430, 0.154, -0.231, -0.131, 0.099, 0.232, -0.292, 2.223, -0.630, -0.646, -0.491, -0.722, -0.747, -0.754, -0.197, -0.797, -1.583, -1.627, -0.850, -0.584, 0.144, -0.601, -0.755, -0.817, -1.600, -1.012, -0.712, -0.542, 0.527, -0.904, -0.147, -0.757, 0.771, -0.747, -0.769, -0.612, -0.460, -0.117, 0.396, 0.449, 0.405, 0.461, 0.424, 0.313, 0.428, 0.508, 0.244, 0.437, 0.333, 0.388, 0.507, 0.431, -0.082, 0.403, 0.517, 0.503, 0.490, 0.448, 0.478, 0.430, 0.299, 0.185, 0.368, 0.349, 0.434, 0.362, 0.383, 0.369, -0.436, 0.380, 0.437, 0.492, 0.394, 0.522, 0.453, 0.383, 0.420, 0.439, 0.480],
  "fmax_ha_per_bohr": 0.014,
  "e_homo_ev": -13.25,
  "de_lowest_ev": 0.125,
  "orbital_gap_ev": 8.83,
  "charge": 2
}

{
  "formula": "C5H9NO",
  "method": "ωB97M-V/def2-TZVPD",
  "species": ["O", "N", "C", "C", "C", "C", "C", "H", "H", "H", "H", "H", "H", "H", "H", "H"],
  "coordinates": [[-2.900, 0.001, -1.091], [0.942, -0.173, 1.459], [-0.545, 0.477, -0.888], [-1.758, -0.168, -1.446], [1.488, 0.153, 2.621], [1.627, 0.007, 0.240], [0.744, -0.394, -0.939], [1.279, -0.292, -1.885], [-0.348, 1.452, -1.349], [2.589, -0.576, 0.241], [2.024, 1.022, 0.053], [2.196, 1.015, 2.611], [-0.798, 0.588, 0.170], [0.406, -1.426, -0.830], [-1.510, -0.691, -2.398], [1.282, -0.361, 3.556]],
  "mulliken_charge": [-0.520, -0.504, -0.451, -0.005, -0.813, -0.924, -0.607, 0.371, 0.316, 0.418, 0.245, 0.247, 0.253, 0.379, 0.321, 0.274],
  "fmax_ha_per_bohr": 0.038,
  "spin_multiplicity": 2,
  "e_homo_ev": [0.31, -2.91],
  "de_lowest_ev": 1.228,
  "orbital_gap_ev": [3.46, 6.67],
  "charge": -1
}

{
  "formula": "C22H46BO16",
  "method": "ωB97M-V/def2-TZVPD",
  "species": ["O", "O", "O", "O", "O", "O", "O", "O", "O", "O", "O", "O", "O", "O", "O", "O", "C", "C", "C", "C", "C", "C", "C", "C", "C", "C", "C", "C", "C", "C", "C", "C", "C", "C", "C", "C", "C", "C", "B", "H", "H", "H", "H", "H", "H", "H", "H", "H", "H", "H", "H", "H", "H", "H", "H", "H", "H", "H", "H", "H", "H", "H", "H", "H", "H", "H", "H", "H", "H", "H", "H", "H", "H", "H", "H", "H", "H", "H", "H", "H", "H", "H", "H", "H", "H"],
  "coordinates": [[2.833, -1.673, 4.279], [0.037, 3.015, -2.066], [-1.150, -2.445, -4.427], [-1.045, -2.375, 0.566], [1.319, -3.900, -4.675], [4.428, 6.277, 2.509], [-1.705, 2.686, -3.470], [-6.501, -4.521, -2.830], [-2.033, -3.748, 1.895], [-2.464, -4.373, -4.174], [-1.994, 3.970, -1.760], [2.415, 7.262, 2.834], [-2.821, -1.631, 1.759], [1.743, -2.956, 2.932], [1.439, -3.229, 5.155], [2.692, 6.034, 1.082], [3.718, 9.113, 3.735], [3.526, 5.231, 0.240], [-1.106, 3.203, -2.404], [-0.699, 5.851, -0.918], [-5.110, -4.542, -3.104], [3.187, -1.257, 5.602], [-2.514, -2.194, -4.787], [-2.044, -2.491, 1.428], [-3.219, -3.233, -3.921], [1.952, -2.679, 4.212], [-0.862, 1.865, -4.292], [2.910, 7.868, 4.035], [0.842, -4.049, 2.692], [-0.121, -0.152, 0.914], [-3.026, -4.011, 2.884], [-0.869, -1.077, -0.023], [-4.717, -3.385, -3.990], [-1.497, 4.611, -0.580], [2.274, -3.959, -3.657], [0.166, -4.737, -4.408], [3.293, 6.500, 2.175], [4.231, -2.170, 6.209], [-1.089, -3.825, -3.877], [-5.107, -3.504, -5.000], [-2.749, -1.160, -4.519], [-0.075, -5.272, -5.333], [-0.406, 6.378, -0.009], [3.489, 7.145, 4.609], [-1.283, 6.525, -1.545], [-0.705, 0.051, 1.813], [-2.975, -2.937, -2.885], [5.095, -2.252, 5.548], [3.585, -0.249, 5.495], [-0.296, -1.239, -0.934], [-4.785, -5.454, -3.604], [3.035, -4.719, -3.876], [-1.501, 1.391, -5.031], [0.204, 5.592, -1.470], [3.138, 9.804, 3.123], [-0.907, 3.909, 0.010], [4.004, 9.614, 4.660], [-0.375, 1.091, -3.705], [-4.015, -3.726, 2.532], [4.284, 5.850, -0.238], [-0.089, -3.904, 3.223], [2.879, 4.803, -0.521], [-1.037, -3.880, -2.625], [0.404, -5.484, -3.654], [-2.376, 4.875, 0.006], [2.028, 8.123, 4.619], [2.794, -3.005, -3.577], [-2.514, -2.378, -5.863], [4.625, 8.864, 3.183], [-4.501, -4.464, -2.202], [3.832, -3.173, 6.357], [1.812, -4.134, -2.688], [-5.162, -2.480, -3.578], [-3.006, -5.082, 3.069], [0.819, -0.607, 1.229], [-2.790, -3.482, 3.808], [0.093, 0.796, 0.418], [4.560, -1.784, 7.175], [0.645, -4.072, 1.627], [1.308, -4.987, 2.994], [-0.122, 2.480, -4.803], [-1.831, -0.661, -0.317], [3.994, 4.429, 0.805], [-6.740, -5.311, -2.328], [2.297, -1.197, 6.228]],
  "mulliken_charge": [-0.359, -0.556, -0.485, -0.207, -0.336, -0.565, -0.358, -0.533, -0.283, -0.789, -0.389, -0.353, -0.578, -0.322, -0.580, -0.242, -1.096, -0.585, 0.830, -1.001, -0.317, -0.206, -0.522, 0.677, 0.517, 0.800, -0.606, -0.191, -0.546, -1.193, -0.796, -0.104, -0.649, -0.107, -0.683, -0.674, 0.731, -1.107, 1.154, 0.332, 0.105, 0.161, 0.337, 0.313, 0.304, 0.323, -0.218, 0.293, 0.302, 0.263, 0.233, 0.248, 0.192, 0.226, 0.289, 0.173, 0.355, 0.301, 0.333, 0.309, 0.244, 0.113, -0.420, 0.316, 0.347, 0.297, 0.240, 0.233, 0.311, 0.258, 0.308, 0.288, 0.283, 0.248, 0.243, 0.313, 0.349, 0.360, 0.112, 0.407, 0.310, 0.338, 0.317, 0.306, 0.316],
  "fmax_ha_per_bohr": 0.033,
  "e_homo_ev": -3.79,
  "orbital_gap_ev": 5.76,
  "charge": -1
}